No. 1
# C2H5NO2

C2H5NO2 in the gas phase at a distorted geometry (ωB97M-V with the def2-TZVPD basis set, the Open Molecules 2025 dataset).

Each line ends with the Mulliken charge.
Element x y z (Å)
C1 -1.274 -0.281 0.003  -0.78
C2 1.258 -0.474 0.013  0.17
H1 -1.819 0.053 -0.849  0.28
H2 -1.812 0.068 0.894  0.27
H3 -1.261 -1.368 0.019  0.30
H4 1.133 1.706 -0.056  0.36
H5 1.146 -1.583 0.003  0.26
N1 0.095 0.199 -0.045  0.24
O1 0.174 1.593 0.016  -0.45
O2 2.358 0.087 0.003  -0.64

Its maximum force is 1.12 eV/A. For the molar mass, the calculation gives 75.07 g mol⁻¹. As for the spin multiplicity: 1. The SMILES is CN(O)C=O. The calculation puts the HOMO energy at -9.302 eV. Its HOMO-LUMO gap is 10.1 eV.


No. 2
# C3H5NO

C3H5NO in the gas phase at a distorted geometry (ωB97M-V with the def2-TZVPD basis set, the Open Molecules 2025 dataset).

Each line ends with the Mulliken charge.
Element x y z (Å)
O1 -1.212 0.867 -1.752  -0.61
C1 -0.553 0.360 -0.885  0.35
C2 -0.733 0.188 0.636  -0.39
C3 0.709 -0.317 0.648  -0.36
N1 0.668 -0.233 -0.894  -0.18
H1 -0.930 1.128 1.157  0.25
H2 -1.494 -0.555 0.883  0.22
H3 1.400 0.315 1.243  0.22
H4 0.875 -1.379 0.674  0.28
H5 1.269 -0.374 -1.711  0.21

Its maximum force is 1.93 eV/A. For the molar mass, the calculation gives 71.08 g mol⁻¹. As for the spin multiplicity: 1. The SMILES is O=C1CCN1. The calculation puts the HOMO energy at -9.729 eV. Its HOMO-LUMO gap is 10.7 eV.


No. 3
# C57H47Br2N4O4P2ReS2Si

A molecular structure, C57H47Br2N4O4P2ReS2Si at a distorted geometry (ωB97M-V with the def2-TZVPD basis set, the Open Molecules 2025 dataset).

Each line ends with the Mulliken charge.
Element x y z (Å)
Re1 0.199 0.337 0.168  1.46
C1 3.284 -1.245 1.563  -1.45
Si1 1.613 -0.506 1.986  0.66
C2 1.990 0.932 3.140  1.07
C3 2.708 0.780 4.332  -0.42
C4 3.072 1.879 5.093  -0.93
C5 2.735 3.160 4.666  -0.99
C6 2.027 3.331 3.489  -0.15
C7 1.644 2.219 2.735  -0.77
P1 0.756 2.460 1.152  1.95
C8 2.017 3.428 0.244  1.16
C9 3.092 2.710 -0.283  -0.61
C10 4.142 3.368 -0.901  -0.85
C11 4.141 4.754 -0.984  -0.72
C12 3.090 5.477 -0.442  -0.87
C13 2.030 4.820 0.170  -0.70
C14 -0.552 3.666 1.565  0.73
C15 -1.067 4.506 0.574  -0.72
C16 -2.090 5.393 0.865  -1.08
C17 -2.639 5.431 2.140  -0.96
C18 -2.134 4.603 3.132  -0.95
C19 -1.085 3.738 2.848  -0.99
C20 0.573 -1.878 2.776  0.49
C21 1.128 -2.949 3.483  -0.22
C22 0.347 -4.029 3.877  -1.03
C23 -1.010 -4.057 3.573  -0.92
C24 -1.586 -2.993 2.893  -0.53
C25 -0.794 -1.922 2.488  -0.20
P2 -1.495 -0.436 1.697  2.84
C26 -2.820 -0.964 0.569  -0.23
C27 -2.283 -1.838 -0.514  -1.45
C28 -3.147 -2.207 -1.760  1.61
C29 -4.362 -1.329 -1.872  -1.64
C30 -4.721 -0.487 -0.909  -1.16
C31 -3.942 -0.286 0.323  -0.56
C32 -2.295 0.218 3.211  1.02
C33 -3.620 -0.038 3.553  -1.16
C34 -4.101 0.334 4.803  -0.84
C35 -3.261 0.940 5.725  -0.77
C36 -1.929 1.166 5.403  -0.68
C37 -1.451 0.804 4.153  -0.69
H1 3.913 -1.291 2.462  0.59
H2 3.807 -0.628 0.824  0.24
H3 3.190 -2.257 1.159  0.33
H4 2.986 -0.216 4.668  0.40
H5 3.631 1.744 6.010  0.45
H6 3.028 4.024 5.250  0.43
H7 1.774 4.331 3.152  0.51
H8 3.099 1.631 -0.203  0.16
H9 4.962 2.799 -1.322  0.49
H10 4.962 5.268 -1.469  0.42
H11 3.096 6.560 -0.483  0.45
H12 1.223 5.401 0.595  0.47
H13 -0.652 4.474 -0.424  0.93
H14 -2.460 6.061 0.095  0.51
H15 -3.453 6.110 2.362  0.43
H16 -2.545 4.637 4.134  0.49
H17 -0.668 3.138 3.642  0.39
H18 2.192 -2.952 3.710  0.44
H19 0.797 -4.856 4.414  0.46
H20 -1.617 -4.902 3.875  0.45
H21 -2.648 -3.006 2.662  0.46
H22 -1.734 -2.705 -0.149  0.49
H23 -4.448 -3.749 -2.372  0.46
H24 -4.938 -1.420 -2.790  0.63
H25 -5.618 0.112 -1.035  0.49
H26 -4.299 0.465 1.017  0.52
H27 -4.278 -0.548 2.863  0.53
H28 -5.133 0.132 5.062  0.47
H29 -3.640 1.221 6.700  0.42
H30 -1.260 1.612 6.131  0.50
H31 -0.404 0.946 3.909  0.55
Br1 2.680 1.572 -4.045  -0.15
C38 2.615 -0.175 -3.324  0.56
C39 3.232 -1.230 -4.009  -0.40
C40 3.133 -2.500 -3.528  -0.03
Br2 3.961 -3.904 -4.489  -0.21
C41 2.405 -2.772 -2.345  0.79
C42 2.251 -4.056 -1.775  -1.12
C43 1.542 -4.198 -0.622  -1.87
C44 0.944 -3.073 -0.033  0.36
N1 1.054 -1.857 -0.529  1.20
C45 1.795 -1.690 -1.672  -0.42
C46 1.911 -0.363 -2.155  -0.63
O1 1.366 0.624 -1.483  -0.71
H32 3.791 -1.030 -4.913  0.55
H33 2.696 -4.912 -2.262  0.45
H34 1.398 -5.169 -0.166  0.55
H35 0.376 -3.187 0.878  -0.37
O2 -3.006 -5.614 -3.416  -0.76
S1 -2.365 -4.460 -2.875  1.13
O3 -1.264 -4.580 -1.963  -0.43
N2 -3.499 -3.588 -2.051  -0.41
C47 -1.957 -1.655 -2.507  -1.47
O4 -1.391 -1.047 -1.405  1.46
C48 -1.368 -2.100 -3.715  0.68
C49 -0.482 -1.378 -4.522  -0.06
C50 -0.073 -1.907 -5.734  -0.83
C51 -0.552 -3.137 -6.183  -0.74
C52 -1.394 -3.894 -5.377  -0.77
C53 -1.781 -3.384 -4.152  -0.25
H36 -0.134 -0.405 -4.188  0.81
H37 0.620 -1.348 -6.352  0.48
H38 -0.235 -3.527 -7.142  0.46
H39 -1.720 -4.886 -5.668  0.56
C54 -4.344 3.653 -2.272  -0.96
N3 -3.137 3.263 -2.968  0.11
C55 -2.926 3.608 -4.376  -0.69
C56 -1.544 3.005 -4.688  -0.63
N4 -1.228 2.306 -3.443  0.22
C57 -2.146 2.505 -2.478  0.34
S2 -2.069 1.873 -0.927  -0.13
H40 -5.210 3.105 -2.650  0.29
H41 -4.521 4.720 -2.418  0.32
H42 -4.224 3.451 -1.211  0.34
H43 -2.951 4.690 -4.504  0.38
H44 -3.715 3.178 -4.996  0.33
H45 -0.804 3.771 -4.915  0.33
H46 -1.585 2.308 -5.522  0.30
H47 -0.314 1.940 -3.228  -0.27

Its maximum force is 3.05 eV/A. Its expectation value of S² is 0.8054. For the molar mass, the calculation gives 1352.21 g mol⁻¹. As for the spin multiplicity: 2. As for the net charge: +1. The calculation puts the HOMO energy (alpha / beta) at -8.570 / -8.352 eV. Its HOMO-LUMO gap (alpha / beta) is 3.6 / 3.5 eV.


No. 4
# C30H30AsGaN5O3S

A molecular structure, C30H30AsGaN5O3S (ωB97M-V with the def2-TZVPD basis set, the Open Molecules 2025 dataset).

Each line ends with the Mulliken charge.
Element x y z (Å)
Ga1 1.227 0.099 0.471  0.35
C1 -3.647 0.370 -0.095  -0.74
O1 -3.357 0.387 1.300  -0.45
C2 -2.584 1.466 1.684  0.19
C3 -3.097 2.339 2.616  -0.41
C4 -2.350 3.429 3.068  -0.79
C5 -1.102 3.641 2.523  -0.59
C6 -0.547 2.756 1.593  0.64
C7 0.697 3.120 0.924  -0.88
N1 1.424 2.252 0.344  0.64
N2 2.441 2.678 -0.490  -0.95
C8 2.641 1.742 -1.389  0.38
O2 2.003 0.634 -1.466  -0.65
C9 3.688 2.016 -2.422  0.12
C10 3.971 1.040 -3.371  -0.29
C11 4.939 1.267 -4.340  -0.73
C12 5.630 2.470 -4.367  -0.30
C13 5.348 3.448 -3.420  -0.62
C14 4.382 3.223 -2.452  -0.25
C15 -1.255 1.589 1.184  0.35
O3 -0.787 0.682 0.382  -0.39
H1 -4.227 -0.533 -0.284  0.24
H2 -2.729 0.341 -0.682  0.19
H3 -4.239 1.250 -0.366  0.32
H4 -4.096 2.148 2.992  0.42
H5 -2.753 4.104 3.812  0.39
H6 -0.522 4.510 2.816  0.45
H7 0.954 4.177 0.824  0.40
H8 3.425 0.106 -3.334  0.48
H9 5.155 0.500 -5.074  0.40
H10 6.386 2.647 -5.123  0.36
H11 5.885 4.389 -3.438  0.36
H12 4.149 3.972 -1.708  0.45
C16 -1.330 -1.690 3.105  -0.57
C17 -1.067 -0.607 4.098  0.74
C18 -1.910 -0.322 5.171  -0.73
C19 -1.547 0.711 6.010  -0.43
N3 -0.440 1.436 5.833  -0.55
C20 0.266 1.087 4.778  0.42
S1 1.779 1.938 4.364  0.04
N4 0.036 0.116 3.913  -0.13
H13 -2.126 -2.354 3.441  0.45
H14 -0.414 -2.252 2.926  0.36
H15 -1.626 -1.233 2.158  -0.21
H16 -2.816 -0.887 5.334  0.39
H17 -2.157 0.978 6.866  0.41
C21 0.812 -4.179 -4.064  -1.20
As1 1.550 -2.606 -3.139  0.22
C22 1.650 -3.432 -1.368  -0.91
C23 -0.133 -1.562 -2.931  -1.08
C24 -1.298 -2.303 -2.360  0.57
C25 -1.517 -2.345 -0.983  0.67
C26 -2.591 -3.047 -0.454  -0.79
C27 -3.470 -3.723 -1.290  -0.51
C28 -3.270 -3.682 -2.662  -0.63
C29 -2.196 -2.977 -3.188  -0.38
H18 -0.043 -4.596 -3.531  0.30
H19 1.595 -4.935 -4.133  0.41
H20 0.508 -3.908 -5.076  0.33
H21 0.720 -3.942 -1.115  0.26
H22 1.858 -2.666 -0.621  0.06
H23 2.469 -4.152 -1.373  0.47
H24 -0.361 -1.189 -3.931  0.60
H25 0.145 -0.704 -2.318  0.06
H26 -0.859 -1.796 -0.319  -0.03
H27 -2.747 -3.049 0.618  0.32
H28 -4.310 -4.268 -0.876  0.39
H29 -3.955 -4.194 -3.327  0.37
H30 -2.052 -2.941 -4.263  0.36
N5 1.957 3.921 6.395  -0.53
C30 1.834 3.094 5.603  0.38

Its maximum force is 0.18 eV/A. For the molar mass, the calculation gives 685.31 g mol⁻¹. As for the spin multiplicity: 1. As for the net charge: -1. The calculation puts the HOMO energy at -3.946 eV. Its HOMO-LUMO gap is 6.6 eV.


No. 5
# C4H6O2S2

C4H6O2S2 in the gas phase at a distorted geometry (ωB97M-V with the def2-TZVPD basis set, the Open Molecules 2025 dataset).

Each line ends with the Mulliken charge.
Element x y z (Å)
C1 0.197 -0.666 -0.459  -0.18
C2 -0.866 -0.503 0.676  0.08
C3 -0.596 0.978 0.566  -0.17
C4 0.760 0.732 -0.052  0.06
H1 1.362 -1.947 0.425  0.34
H2 -0.294 -0.598 -1.426  0.35
H3 -0.427 -0.904 1.593  0.29
H4 -2.702 -0.297 0.143  0.31
H5 1.525 0.604 0.730  0.28
H6 2.381 1.196 -1.634  0.13
O1 1.047 -1.769 -0.487  -0.52
O2 -2.148 -0.992 0.566  -0.52
S1 -1.567 2.245 0.638  -0.25
S2 1.329 1.921 -1.276  -0.20

Its maximum force is 1.12 eV/A. For the molar mass, the calculation gives 150.22 g mol⁻¹. As for the spin multiplicity: 1. The SMILES is O[C@H]1[C@H](O)C(=S)[C@@H]1S. The calculation puts the HOMO energy at -9.205 eV. Its HOMO-LUMO gap is 8.6 eV.


No. 6
# C30H48F2NO2Si2

2 unconnected molecules or ions with the total composition C30H48F2NO2Si2 at a distorted geometry (ωB97M-V with the def2-TZVPD basis set, the Open Molecules 2025 dataset).

Each line ends with the Mulliken charge.
Element x y z (Å)
C1 -6.186 1.076 2.787  -1.76
C2 -4.952 1.954 2.540  1.75
C3 -5.320 3.126 1.622  -1.66
C4 -4.430 2.520 3.871  -1.74
Si1 -3.633 0.805 1.745  1.09
C5 -3.251 -0.517 2.975  -1.38
C6 -4.288 0.281 0.086  -1.22
O1 -2.126 1.626 1.530  -0.38
N1 -1.292 0.636 0.885  0.13
O2 -0.967 1.155 -0.357  -0.46
Si2 -0.957 2.810 -0.766  0.60
C7 -2.526 3.713 -0.340  -1.02
C8 0.476 3.679 0.061  -1.39
C9 -0.727 2.610 -2.671  2.12
C10 -1.916 3.274 -3.368  -1.78
C11 -0.690 1.118 -3.050  -1.57
C12 0.590 3.277 -3.074  -1.79
C13 -0.076 0.577 1.612  0.27
C14 1.092 0.267 0.763  -0.32
C15 -0.016 0.941 2.912  -1.15
H1 -5.968 0.263 3.489  0.35
H2 -6.993 1.683 3.217  0.45
H3 -6.562 0.633 1.856  0.33
H4 -4.470 3.802 1.457  0.25
H5 -5.701 2.787 0.649  0.31
H6 -6.117 3.710 2.109  0.53
H7 -3.533 3.141 3.723  0.28
H8 -5.211 3.162 4.307  0.49
H9 -4.200 1.728 4.596  0.34
H10 -4.136 -1.146 3.152  0.45
H11 -2.452 -1.156 2.579  0.30
H12 -2.922 -0.113 3.942  0.30
H13 -5.160 -0.377 0.232  0.46
H14 -4.599 1.105 -0.570  0.29
H15 -3.517 -0.304 -0.435  0.32
H16 -2.599 4.647 -0.922  0.57
H17 -3.430 3.123 -0.542  0.23
H18 -2.514 3.998 0.721  0.19
H19 0.536 4.715 -0.319  0.45
H20 0.295 3.740 1.144  0.32
H21 1.452 3.205 -0.105  0.32
H22 -1.960 4.350 -3.160  0.36
H23 -1.823 3.137 -4.455  0.47
H24 -2.867 2.817 -3.058  0.31
H25 0.164 0.594 -2.599  0.23
H26 -1.620 0.600 -2.777  0.27
H27 -0.581 1.031 -4.143  0.47
H28 1.450 2.822 -2.561  0.27
H29 0.745 3.146 -4.155  0.48
H30 0.584 4.353 -2.858  0.33
H31 1.885 -0.198 1.360  0.34
H32 0.839 -0.399 -0.066  0.35
H33 1.522 1.194 0.357  -0.22
H34 0.960 0.969 3.398  0.32
H35 -0.921 1.186 3.459  0.13
C16 2.890 -8.344 0.817  -1.42
C17 3.111 -6.879 0.758  0.81
C18 3.887 -6.316 -0.256  0.34
F1 4.434 -7.167 -1.185  -0.31
C19 4.109 -4.957 -0.386  -0.92
C20 3.414 -4.054 0.481  0.67
C21 3.405 -2.645 0.340  -0.28
C22 3.933 -1.892 -0.741  0.79
C23 4.103 -2.401 -2.066  -1.09
C24 4.777 -1.637 -2.996  0.42
F2 5.078 -2.191 -4.218  -0.33
C25 5.197 -0.326 -2.764  0.88
C26 5.901 0.441 -3.820  -1.46
C27 4.934 0.208 -1.492  -0.65
C28 4.324 -0.541 -0.508  -0.73
C29 2.694 -4.630 1.574  -0.97
C30 2.558 -5.996 1.701  -0.56
H36 2.395 -8.588 1.762  0.38
H37 2.246 -8.704 0.005  0.32
H38 3.832 -8.901 0.762  0.34
H39 4.784 -4.585 -1.154  0.91
H40 2.997 -2.085 1.182  0.30
H41 3.716 -3.385 -2.333  0.96
H42 5.990 1.484 -3.505  0.39
H43 6.914 0.057 -3.994  0.33
H44 5.372 0.418 -4.780  0.35
H45 5.236 1.239 -1.297  0.38
H46 4.174 -0.117 0.491  0.42
H47 2.221 -3.958 2.297  0.41
H48 1.997 -6.425 2.533  0.33

Its maximum force is 2.24 eV/A. For the molar mass, the calculation gives 548.89 g mol⁻¹. As for the spin multiplicity: 1. As for the net charge: +1. The calculation puts the HOMO energy at -10.645 eV. Its HOMO-LUMO gap is 4.7 eV.


Which of these has the lowest molar mass?
C3H5NO


Which formula does entry 5 have?
C4H6O2S2